DFT (ωB97M-V/def2-TZVPD) results for 2 unconnected molecules or ions with the total composition C3H8O2.

## Properties
SMILES   C=CO.CO
ΔE to the lowest compared entry with this formula, charge and spin   3.026 eV
E_HOMO   -9.366 eV
Largest force on an atom   3.456 eV/Å

```
13
Properties=species:S:1:pos:R:3:mulliken_charge:R:1
C -1.73358 0.92516 -0.44480 -0.542
C -1.57875 -0.39846 -0.47817 -0.156
O -1.24451 -1.01987 0.74122 -0.535
H -1.77178 1.37000 -1.54851 0.216
H -2.07352 1.37054 0.56873 0.247
H -1.31504 -1.10606 -1.22017 0.413
H -0.29140 -1.04120 0.73693 0.361
C 2.10236 0.82714 -0.29332 -0.513
O 1.70125 -0.34869 0.45160 -0.501
H 1.94502 1.55851 0.53245 0.192
H 3.21491 0.91973 -0.47100 0.318
H 1.50170 0.75948 -1.19605 0.212
H 2.39601 -1.00550 0.35272 0.287
```